Entry 1:
63
Properties=species:S:1:pos:R:3:forces:R:3:mulliken_charge:R:1 method="wB97M-V/def2-TZVPD" de_lowest_kcal_mol=13.3 e_homo_ev=-5.72 orbital_gap_ev=5.7 e_tot_ev=-64260.710
O 0.32563 -1.77091 -3.82132 -0.575 -2.101 2.048 -0.87
C 0.67691 -0.53291 -3.68706 0.015 0.010 -0.913 -0.16
C 2.18164 -0.30784 -3.81901 -0.563 0.192 0.791 0.48
C 3.02111 -0.31165 -2.70697 0.643 0.245 -0.395 -0.22
H 2.60745 -0.54564 -1.72031 0.187 0.059 -0.296 0.53
C 4.36666 0.05323 -2.86680 -0.273 -0.228 -0.008 -0.46
H 5.01635 0.10013 -1.98985 -0.104 -0.009 -0.292 0.37
C 4.86239 0.36773 -4.13851 -0.127 -0.053 -0.039 -0.50
H 5.90788 0.65830 -4.26691 -0.325 -0.070 0.080 0.35
C 4.01901 0.29599 -5.25432 -0.054 -0.204 0.227 -0.47
H 4.39123 0.52485 -6.25188 0.041 -0.051 0.220 0.36
C 2.68011 -0.06537 -5.09094 0.448 0.320 0.023 -0.73
H 1.99885 -0.12415 -5.94427 0.227 0.088 0.251 0.36
H 0.22132 -0.20071 -4.63546 -0.113 2.330 -0.019 0.14
C -1.49605 0.70440 -2.92765 -0.591 0.476 -0.074 -1.53
C -0.04148 0.61787 -2.63568 1.392 -0.744 -1.422 0.72
H -1.66092 1.22872 -3.88630 0.025 -0.202 0.309 0.46
H -2.04853 1.26218 -2.15726 0.002 -0.089 -0.164 0.39
H -1.92885 -0.29808 -3.02627 0.148 0.089 -0.046 0.24
C 0.70598 1.67249 -2.18566 -0.273 -0.193 0.357 -0.64
C 0.32183 3.11577 -2.25249 -0.441 0.617 0.456 -1.32
H 1.74019 1.52062 -1.87239 -0.144 -0.097 -0.600 0.73
H 0.67363 3.57517 -3.18946 0.009 -0.289 0.130 0.35
H 0.79198 3.67009 -1.43240 -0.062 0.049 -0.111 0.29
H -0.75820 3.28869 -2.18622 0.157 -0.056 -0.080 0.35
Bi -0.25431 0.91372 0.35723 0.134 -0.169 -0.812 1.97
Cl 2.00821 1.95179 1.00775 -0.217 0.094 0.058 -0.56
Cl -1.91551 2.83323 0.48050 0.172 0.061 0.051 -0.54
C -0.40904 1.99074 3.36536 -0.490 -1.730 -0.788 0.01
O -0.56139 0.90217 2.71842 0.269 1.543 1.079 -0.68
N -1.02844 2.19800 4.51224 -0.083 0.228 0.133 0.21
C -2.05353 1.28728 5.01930 0.036 0.047 0.130 -0.93
C -0.78147 3.41478 5.27530 -0.087 0.099 -0.058 -0.87
H 0.23968 2.79632 2.99367 -0.036 -0.247 0.109 0.30
H -2.06000 0.36148 4.43927 0.058 0.284 0.112 0.22
H -3.03905 1.76772 4.96556 0.213 -0.073 -0.102 0.33
H -1.84488 1.08096 6.07414 0.003 -0.084 -0.167 0.35
H 0.05992 3.94410 4.81788 -0.198 -0.016 0.200 0.29
H -0.54005 3.15852 6.31380 0.030 0.050 -0.231 0.31
H -1.66800 4.06319 5.27528 0.199 -0.150 -0.038 0.33
H -5.04039 -2.42726 0.10837 0.094 0.110 -0.113 0.31
H -3.63385 -4.48864 -1.20860 0.055 0.172 -0.090 0.33
C -4.64305 -1.87640 -0.75440 0.090 -0.064 -0.067 -0.99
C -3.29961 -3.66477 -1.85388 0.105 0.035 0.065 -0.86
N -3.33361 -2.39492 -1.13737 0.184 -0.030 0.224 0.23
H -4.56209 -0.81713 -0.50500 0.012 -0.196 -0.054 0.29
C -2.20784 -1.80594 -0.72141 -0.109 0.900 0.388 0.32
O -2.20913 -0.74535 -0.04099 0.088 -1.182 -0.645 -0.82
H -2.27434 -3.85277 -2.18359 -0.206 -0.009 -0.061 0.27
H -1.26941 -2.30756 -1.03479 -0.352 0.269 0.030 0.24
H -5.32665 -2.02085 -1.59597 0.077 0.115 0.117 0.34
H -3.96638 -3.61415 -2.72191 0.225 0.014 0.108 0.31
C 1.02550 -3.10091 3.98127 -0.330 -0.278 -0.253 -0.84
N 1.43597 -1.83783 3.36896 0.268 -0.113 0.826 0.06
C 2.28799 -0.91560 4.12792 0.153 0.329 -0.304 -0.67
C 1.13973 -1.58964 2.12715 -0.568 0.454 -2.723 0.52
N 0.88328 -1.38213 0.99189 0.564 -0.555 2.364 -0.68
H 1.44981 -3.13725 4.98724 -0.137 -0.100 -0.244 0.29
H 1.38537 -3.95474 3.39238 -0.011 0.176 0.216 0.32
H -0.06965 -3.16316 4.04073 0.259 0.015 0.071 0.31
H 3.27126 -0.80460 3.64905 -0.244 -0.060 0.177 0.30
H 1.82020 0.07540 4.18428 0.109 -0.245 0.053 0.15
H 2.40866 -1.33677 5.12839 0.024 0.219 -0.193 0.31

---

Entry 2:
63
Properties=species:S:1:pos:R:3:forces:R:3:mulliken_charge:R:1 method="wB97M-V/def2-TZVPD" de_lowest_kcal_mol=0.0 e_homo_ev="-7.03 / -7.04" spin_multiplicity=6 orbital_gap_ev="7.1 / 7.1" e_tot_ev=-76330.049
O 0.12028 1.22192 -1.82077 0.024 0.150 1.244 -0.14
C -0.30530 1.19277 -3.12159 -0.902 -1.215 -1.301 0.02
C 0.58969 2.12133 -3.99418 -1.094 -0.140 0.577 0.50
C 1.27304 3.15417 -3.35842 -0.385 -0.218 0.036 -0.35
H 1.09448 3.35196 -2.30834 -0.010 -0.153 -0.055 0.40
C 2.15754 3.93924 -4.05852 0.534 1.255 0.146 -0.54
H 2.66098 4.76227 -3.54645 -0.138 -0.202 -0.042 0.34
C 2.38974 3.76857 -5.40761 -0.066 -1.019 -0.632 -0.51
H 3.05419 4.42549 -5.98017 -0.223 -0.300 0.340 0.36
C 1.77836 2.66596 -6.02757 -0.174 0.427 -0.278 -0.50
H 1.97610 2.47278 -7.08527 -0.074 0.004 0.315 0.34
C 0.86783 1.85898 -5.33930 0.124 0.420 0.056 -0.50
H 0.37112 1.04641 -5.86883 0.126 0.057 0.219 0.39
H -0.28147 0.24913 -3.69565 1.793 -0.610 0.637 0.21
C -2.77620 2.11383 -3.20601 -1.311 1.119 -0.053 -1.40
C -1.88586 0.97972 -3.07962 0.183 -1.871 2.232 0.78
H -3.87037 1.96459 -3.11200 0.562 -0.373 0.056 0.34
H -2.63131 2.67335 -4.12090 0.195 0.213 -0.266 0.32
H -2.46940 2.74693 -2.37621 -0.103 0.593 0.092 0.25
C -2.21126 -0.18403 -2.40088 1.672 2.136 -1.231 -0.38
C -3.43931 -0.54083 -1.66125 -0.603 -0.287 0.147 -1.38
H -1.36713 -0.83750 -2.18233 0.060 -0.011 -0.266 0.46
H -4.32803 -0.28319 -2.24259 -0.176 -0.208 0.254 0.46
H -3.51388 -0.04451 -0.67369 0.090 0.101 -0.390 0.09
H -3.40805 -1.61692 -1.41750 -0.355 0.332 -0.309 0.33
Sm 0.68418 0.37858 0.09929 -0.337 -0.355 -2.345 0.73
Cl 0.46243 2.65199 1.39016 -0.062 0.208 0.440 -0.60
Cl 1.53212 -1.23537 -1.93040 0.325 -0.565 0.260 -0.59
C -1.96780 0.48084 2.17127 0.901 -0.562 -0.707 0.04
O -1.20708 -0.29245 1.52089 -1.341 1.081 1.162 -0.44
N -2.50899 0.22080 3.36398 0.299 -0.275 -0.236 0.20
C -2.24414 -1.02096 4.07546 -0.123 -0.020 0.190 -0.81
C -3.30432 1.22136 4.05143 0.005 -0.053 0.127 -0.90
H -2.21946 1.47632 1.78528 0.053 -0.121 -0.024 0.39
H -1.53180 -1.62266 3.51147 -0.100 0.091 0.029 0.14
H -3.17541 -1.57807 4.23549 0.137 0.058 -0.198 0.31
H -1.84774 -0.79293 5.07239 0.091 0.007 -0.206 0.32
H -3.33604 2.12085 3.45132 -0.045 0.191 -0.050 0.29
H -2.87280 1.45552 5.02680 0.165 0.017 -0.090 0.33
H -4.31925 0.87534 4.23675 -0.101 -0.139 -0.155 0.34
H -0.15645 -5.27363 1.48016 0.062 0.059 0.189 0.32
H 2.27008 -5.80157 -0.02198 -0.051 0.139 -0.127 0.33
C -0.24427 -4.46253 0.75674 0.292 -0.140 -0.322 -0.81
C 1.78914 -5.00303 -0.60321 0.140 0.132 0.470 -0.89
N 1.07895 -4.07498 0.27347 -0.224 0.311 0.485 0.18
H -0.74735 -3.60356 1.19340 0.067 -0.035 -0.050 0.12
C 1.56444 -2.85654 0.53982 -0.366 0.690 -0.633 -0.04
O 0.89776 -1.92991 1.06477 0.774 -1.060 0.134 -0.49
H 2.53981 -4.42211 -1.14610 -0.150 -0.305 -0.103 0.31
H 2.60440 -2.69252 0.18815 -0.527 -0.082 0.209 0.50
H -0.81610 -4.86250 -0.07684 -0.191 0.157 -0.130 0.34
H 1.07392 -5.47259 -1.29030 0.231 0.315 0.033 0.30
C 2.25182 1.40329 4.45391 0.263 0.270 -0.702 -0.69
N 3.03137 0.38140 3.71733 -0.129 -0.202 1.136 -0.02
C 3.15011 -0.92661 4.38916 0.602 0.059 -0.776 -0.88
C 3.00378 0.40487 2.41483 -0.683 -0.016 -2.534 0.52
N 2.88917 0.42605 1.24271 0.803 0.039 2.344 -0.53
H 2.29932 1.13379 5.51155 -0.018 0.329 -0.245 0.36
H 1.22699 1.44528 4.08366 -0.094 -0.090 0.171 0.16
H 2.70166 2.37616 4.23974 -0.107 -0.070 0.351 0.29
H 2.40315 -1.62934 4.03802 -0.442 -0.042 0.141 0.29
H 4.11551 -1.35476 4.11707 0.056 0.006 0.302 0.33
H 3.08313 -0.74626 5.45803 0.078 -0.226 -0.071 0.37

---

Entry 3:
67
Properties=species:S:1:pos:R:3:forces:R:3:mulliken_charge:R:1 method="wB97M-V/def2-TZVPD" charge=+1 e_homo_ev="-11.38 / -11.38" orbital_gap_ev="5.0 / 5.0" e_tot_ev=-116674.691
Pd -0.47334 -1.09874 -0.28682 -0.180 1.122 -1.186 0.27
Cl -3.93170 -7.20034 -0.50067 0.163 0.403 -0.034 -0.10
C -3.48473 -5.56549 -0.70034 1.889 -0.593 1.931 0.41
C -4.20446 -4.76285 -1.61546 -0.669 2.311 -1.513 0.43
Cl -5.42058 -5.47145 -2.58113 0.238 0.196 0.295 -0.11
C -3.90300 -3.41601 -1.75696 -1.617 -1.425 -0.928 0.11
Cl -4.79981 -2.42031 -2.82461 0.228 -0.056 0.132 -0.12
C -2.83994 -2.82270 -1.03385 0.856 3.208 -0.452 0.13
O -2.51860 -1.60893 -1.16305 -0.548 -2.399 0.516 -0.45
C -2.04931 -3.66931 -0.10933 2.327 1.343 1.829 0.40
O -1.09572 -3.13673 0.52356 -1.558 -1.091 -1.432 -0.50
C -2.43570 -5.03009 0.03586 -0.880 -1.972 -0.146 -0.07
Cl -1.55660 -6.00730 1.12770 0.008 0.224 -0.045 -0.13
C 2.87261 -1.69097 0.82992 -0.271 0.248 0.068 -1.50
C 2.44426 -0.36734 1.46702 0.398 -0.615 0.433 1.73
C 1.92506 -0.58755 2.88690 0.059 0.008 -0.344 -1.59
C 3.59427 0.63207 1.49004 -0.323 -0.099 -0.146 -1.73
O 1.35821 0.11937 0.65435 -0.267 -0.270 -0.029 1.03
Si 0.60894 1.55477 0.45540 -0.934 -0.180 -0.780 -0.48
S -0.49740 1.04088 -1.34415 0.314 -1.484 1.037 -0.67
O -0.41414 1.93859 1.64264 0.333 0.112 0.143 -0.19
C -1.65860 1.46835 2.18242 -0.362 -0.015 0.144 1.73
C -1.66777 -0.05711 2.30491 0.166 0.197 -0.307 -0.70
C -1.77197 2.10040 3.57408 0.084 -0.172 -0.467 -1.83
C -2.80314 1.92437 1.27690 0.278 -0.130 -0.009 -1.62
O 1.69867 2.66675 0.17832 0.363 0.140 0.154 0.39
C 1.72410 4.01372 -0.30686 0.256 0.338 -0.070 1.53
C 0.42584 4.34027 -1.03261 0.175 -0.203 0.156 -1.52
C 2.91059 4.07312 -1.26709 -0.278 0.001 0.235 -1.65
C 1.91574 4.91521 0.90745 -0.036 -0.197 -0.272 -1.59
H 3.54702 -2.22508 1.49266 0.076 -0.069 0.100 0.45
H 3.38371 -1.51369 -0.11422 -0.059 -0.009 -0.095 0.36
H 1.98879 -2.31471 0.64225 0.219 0.053 0.046 0.16
H 2.75300 -0.83576 3.54456 0.069 -0.067 0.098 0.52
H 1.20613 -1.40615 2.90862 -0.073 -0.012 0.044 0.20
H 1.45810 0.32634 3.24951 -0.067 0.045 0.108 0.31
H 4.42784 0.19604 2.03439 0.072 -0.014 0.068 0.55
H 3.27941 1.54662 1.98504 0.092 0.142 0.066 0.37
H 3.91892 0.87309 0.48216 0.031 0.046 -0.116 0.32
H -0.82960 -0.40157 2.90800 -0.014 -0.054 -0.032 0.21
H -1.61147 -0.53142 1.29149 -0.271 0.349 0.739 -0.19
H -2.59611 -0.38021 2.77253 -0.055 -0.067 -0.021 0.59
H -0.96064 1.74964 4.20804 0.057 0.010 0.083 0.40
H -2.72106 1.83550 4.02917 -0.129 -0.044 0.096 0.42
H -1.71481 3.18201 3.48737 0.022 0.097 0.022 0.39
H -2.69275 1.50004 0.27570 -0.053 0.051 0.127 0.22
H -2.81144 3.00762 1.19381 0.007 0.139 -0.003 0.35
H -3.75298 1.60205 1.69502 -0.128 -0.022 0.056 0.48
H 0.30412 3.69846 -1.90113 0.003 -0.057 -0.188 0.30
H 0.42544 5.37308 -1.36311 -0.020 0.162 -0.044 0.51
H -0.41851 4.18245 -0.36808 -0.228 0.073 0.134 0.28
H 2.74820 3.37589 -2.08583 0.016 -0.061 -0.088 0.36
H 3.82523 3.80023 -0.74850 0.111 -0.021 0.055 0.32
H 3.02156 5.07161 -1.67521 0.032 0.190 -0.070 0.46
H 1.07938 4.79083 1.58998 -0.128 0.043 0.091 0.27
H 1.97202 5.95108 0.59297 0.015 0.227 0.012 0.47
H 2.82906 4.65317 1.43415 0.130 -0.020 0.023 0.32
C 1.56974 -2.88706 -4.28387 -0.168 0.589 0.291 -1.12
S 0.86460 -1.49866 -3.31289 -0.425 -0.870 -0.737 0.49
C -0.86189 -1.74920 -3.84710 0.425 0.350 0.145 -0.84
O 0.87702 -2.02532 -1.90020 0.126 -0.147 0.345 -0.58
H 1.06214 -3.80508 -4.01071 -0.148 -0.068 0.099 0.31
H 2.62802 -2.97172 -4.05520 0.038 0.134 0.084 0.38
H 1.43861 -2.66910 -5.33871 -0.011 0.049 -0.145 0.44
H -0.94611 -1.51345 -4.89992 -0.030 0.073 -0.247 0.56
H -1.49796 -1.08119 -3.26297 0.172 0.026 -0.101 0.12
H -1.14452 -2.78105 -3.66428 0.083 -0.195 0.041 0.23

---

Entry 4:
60
Properties=species:S:1:pos:R:3:forces:R:3:mulliken_charge:R:1 method="wB97M-V/def2-TZVPD" de_lowest_kcal_mol=6.7 e_homo_ev=-9.29 orbital_gap_ev=9.8 e_tot_ev=-44968.206
C -1.53847 3.85032 -2.23452 -0.060 -0.052 0.020 -0.97
N -1.27987 2.94561 -1.11987 0.218 -0.271 -0.086 0.41
C -1.44559 1.52187 -1.37186 0.058 -0.014 -0.002 -0.46
C -0.68048 0.97596 -2.57272 0.000 -0.026 -0.080 1.64
O -1.33606 1.36438 -3.75394 -0.048 0.015 0.024 -0.60
C 0.85050 1.19138 -2.48850 -0.068 0.119 0.188 -0.91
N 0.96190 -0.18951 -2.03608 0.007 0.059 -0.066 0.47
C 2.13668 -0.82923 -1.81105 0.036 -0.051 -0.028 0.34
O 3.18441 -0.20773 -1.86945 -0.025 -0.019 0.011 -0.70
C 2.11993 -2.30976 -1.47663 0.070 0.046 -0.006 -0.73
C 0.89019 -2.84352 -0.77487 -0.036 -0.087 0.064 -0.26
C 0.48345 -2.22818 0.58144 0.028 0.047 0.010 -0.40
C 0.08852 -3.62631 1.06921 0.031 0.003 -0.034 0.03
O -1.31200 -3.77402 0.89828 -0.001 0.020 0.007 -0.59
C 0.95024 -4.24080 -0.07696 -0.023 0.039 0.035 1.72
C 0.34468 -5.39489 -0.85094 0.038 -0.010 0.009 -1.92
C 2.32953 -4.60103 0.45640 -0.011 -0.011 -0.014 -1.97
C -0.41368 -0.54229 -2.39301 -0.021 0.002 -0.033 -1.15
C -0.37152 3.39837 -0.19175 -0.330 0.258 0.147 -0.59
O 0.27430 4.40655 -0.39500 -0.050 -0.007 0.005 -0.64
C -0.32622 2.74808 1.22019 0.387 0.133 0.065 1.52
Cl 1.07657 1.57639 1.16601 -0.205 -0.188 -0.117 -0.10
C -1.60043 2.06286 1.71745 0.055 0.039 -0.021 -0.62
C -1.50089 1.59899 3.16978 -0.029 -0.007 -0.018 -0.93
C -1.11843 2.73404 4.10924 0.005 -0.007 0.000 -0.70
C 0.17823 3.38353 3.64411 -0.008 0.043 0.005 -0.75
C 0.07277 3.85874 2.20139 -0.015 -0.012 -0.032 -1.10
H -1.66063 4.85550 -1.84035 -0.007 0.014 -0.032 0.36
H -0.73140 3.86072 -2.96746 0.048 0.016 0.006 0.27
H -2.44998 3.52227 -2.73094 0.010 0.021 0.000 0.34
H -1.05875 0.97888 -0.51606 -0.012 -0.020 0.001 -0.75
H -2.50297 1.26978 -1.50017 -0.003 0.040 0.006 0.24
H -0.80258 1.10367 -4.51175 0.014 -0.012 -0.004 0.48
H 1.31887 1.37685 -3.46033 0.023 -0.073 -0.017 0.33
H 1.21717 1.92848 -1.77340 0.001 0.014 -0.035 0.22
H 2.31253 -2.85180 -2.40899 -0.049 -0.001 -0.011 0.35
H 3.00799 -2.44988 -0.85931 -0.003 -0.024 -0.008 0.34
H 0.02894 -2.85950 -1.44400 0.033 -0.007 -0.005 0.38
H 1.34151 -1.81971 1.11744 -0.013 -0.016 0.010 0.12
H -0.31964 -1.49157 0.60154 -0.002 0.009 -0.037 -0.20
H 0.39152 -3.90703 2.08315 -0.034 -0.012 0.017 0.39
H -1.55132 -4.69164 1.06109 0.010 -0.018 0.003 0.37
H 0.28017 -6.29667 -0.23480 -0.002 0.002 0.002 0.42
H -0.65485 -5.14780 -1.20919 -0.006 -0.005 -0.009 0.51
H 0.96671 -5.63913 -1.71555 -0.013 0.005 -0.010 0.35
H 2.25902 -5.48397 1.09595 0.003 0.002 0.002 0.45
H 3.02423 -4.82986 -0.35420 0.000 -0.001 -0.001 0.36
H 2.76304 -3.79539 1.05195 0.005 0.002 -0.001 0.43
H -0.99663 -1.04528 -1.62146 -0.002 0.013 0.016 0.26
H -0.50032 -1.09458 -3.33428 0.031 -0.007 -0.005 0.18
H -2.40047 2.80488 1.61810 -0.006 -0.002 0.010 0.27
H -1.88184 1.21490 1.10243 -0.030 -0.015 -0.023 0.46
H -2.46017 1.16375 3.45737 0.008 -0.008 0.016 0.45
H -0.75761 0.79961 3.23724 0.002 0.001 0.002 0.28
H -1.91851 3.48273 4.12005 -0.001 0.004 -0.001 0.31
H -1.01736 2.36203 5.13059 -0.006 0.002 0.005 0.38
H 0.42869 4.23898 4.27452 0.007 -0.009 0.011 0.38
H 1.00189 2.67092 3.73591 -0.004 -0.001 0.001 0.34
H 1.00140 4.30615 1.85742 -0.003 0.010 0.014 0.39
H -0.69691 4.63389 2.12113 -0.002 0.013 0.026 0.48